Entry from the Open Molecules 2025 dataset: a molecular structure, C6H12ClMgO4S3SbSe4 (ωB97M-V/def2-TZVPD).

The geometry in XYZ format:
```
32
Properties=species:S:1:pos:R:3:forces:R:3:lowdin_charge:R:1
Mg -1.218 -0.467 -1.329 0.436 -0.392 0.745 0.128
C 2.093 1.258 -0.664 -0.079 0.096 0.022 -0.513
C 1.147 2.375 -1.104 0.035 -0.009 -0.002 -0.524
S -0.558 2.293 -0.500 -0.080 0.071 -0.113 0.874
C -0.334 2.333 1.297 0.035 0.036 -0.015 -0.512
C -1.111 1.244 2.035 -0.023 0.038 -0.017 -0.532
S -0.948 -0.447 1.412 0.007 0.098 -0.008 0.800
C 0.835 -0.677 1.715 0.121 0.110 -0.065 -0.526
C 1.664 -1.216 0.560 -0.234 0.229 0.106 -0.557
S 1.471 -0.405 -1.043 -0.005 0.086 -0.206 0.825
H 2.300 1.320 0.405 -0.033 -0.008 0.000 0.060
H 3.046 1.407 -1.177 0.006 -0.003 0.004 0.071
H 1.024 2.360 -2.189 0.006 -0.013 0.006 0.074
H 1.569 3.347 -0.838 0.012 0.000 -0.016 0.072
H -0.658 3.312 1.656 0.022 -0.002 0.019 0.068
H 0.733 2.251 1.505 -0.008 -0.026 -0.012 0.057
H -2.181 1.458 1.998 -0.004 -0.017 -0.034 0.073
H -0.816 1.265 3.087 -0.039 -0.008 0.013 0.079
H 0.910 -1.423 2.510 -0.042 0.003 0.034 -0.029
H 1.227 0.282 2.066 -0.038 -0.023 0.001 0.058
H 1.448 -2.266 0.372 0.119 0.054 -0.093 -0.098
H 2.719 -1.154 0.830 0.019 -0.113 -0.030 0.088
O -3.233 2.270 -3.119 0.082 -0.147 0.055 -0.310
Cl -2.937 0.879 -2.987 -0.398 0.407 -0.296 0.670
O -3.686 0.100 -3.909 0.039 0.043 0.054 -0.280
O -1.499 0.649 -3.166 0.563 -0.169 -0.182 -0.408
O -3.170 0.433 -1.614 -0.197 -0.195 0.399 -0.395
Se -0.115 -3.812 2.830 -0.049 -0.007 -0.050 -0.245
Sb 0.086 -4.667 0.530 -0.339 0.242 0.125 -0.359
Se -1.019 -2.920 -1.181 -0.172 -0.213 -0.198 -0.066
Se 2.402 -4.700 -0.182 0.324 -0.051 -0.137 -0.294
Se -1.193 -6.683 0.192 -0.085 -0.116 -0.110 -0.349
```
Positions in Å, forces in eV/Å.

E_tot = -12237.57007 Eh
net charge = -2
2S+1 = 1
maximum force = 0.95 eV/A
gap between HOMO and LUMO = 0.1632 hartree
LUMO = 3.562 eV



Entry from the Open Molecules 2025 dataset: 2 unconnected molecules or ions with the total composition C4H9NO3 at a distorted geometry (ωB97M-V/def2-TZVPD).

The geometry in XYZ format:
```
17
Properties=species:S:1:pos:R:3:forces:R:3:lowdin_charge:R:1
C -1.016 -0.614 -0.341 -0.803 -2.159 -1.343 -0.093
C -0.283 0.719 1.734 0.976 1.599 -0.855 -0.193
C -0.643 0.024 -1.598 0.465 -0.849 0.462 -0.163
N 0.530 0.572 -0.923 0.787 1.247 -0.643 -0.077
C 1.719 0.393 -1.549 -0.232 -0.533 -0.117 -0.417
O -0.524 -1.774 0.045 -0.246 1.291 -0.721 0.117
O -0.016 -0.550 2.328 0.114 -0.461 0.041 -0.135
O 1.939 -0.237 -2.573 0.020 0.072 0.001 -0.022
H -0.632 -1.868 1.014 -0.008 0.237 0.109 0.122
H 0.938 -0.690 2.326 -0.083 0.030 -0.003 0.098
H 0.134 0.889 0.593 -1.215 -0.738 2.162 0.080
H -1.944 -0.300 0.132 0.557 0.375 0.743 0.146
H 0.301 1.507 2.225 -0.168 -0.053 0.481 0.083
H -1.337 0.935 1.895 -0.019 0.016 -0.021 0.079
H -1.356 0.776 -1.933 0.009 -0.105 -0.081 0.125
H -0.342 -0.695 -2.367 -0.081 0.088 -0.134 0.132
H 2.533 0.914 -1.008 -0.073 -0.058 -0.079 0.119
```
Positions in Å, forces in eV/Å.

E_tot = -438.12890 Eh
2S+1 = 1
relative energy (zero: lowest compared OMol25 entry of this formula, charge and spin) = 5.447 eV
maximum force = 2.67 eV/A
gap between HOMO and LUMO (spin up / spin down) = 0.2856 / 0.2856 hartree
LUMO (spin up / spin down) = -0.692 / -0.692 eV



Entry from the Open Molecules 2025 dataset: a single C4H4BrN3S molecule at a distorted geometry (ωB97M-V/def2-TZVPD).

The geometry in XYZ format:
```
13
Properties=species:S:1:pos:R:3:forces:R:3:lowdin_charge:R:1
Br 3.463 -0.133 0.439 -0.543 0.121 -0.420 0.451
C 1.881 0.315 -0.842 -1.034 -1.465 0.555 -0.853
N 0.773 -0.681 -0.681 1.589 1.337 -0.532 -0.025
C -0.228 -0.126 0.110 0.043 1.132 0.293 -0.310
C -1.401 -0.489 0.778 0.141 0.303 -0.136 -0.093
N -1.984 0.588 1.283 -0.765 0.010 0.522 0.018
N -1.224 1.641 0.971 0.213 -0.171 -0.123 -0.011
C -0.152 1.249 0.261 0.314 -0.868 -0.272 -0.532
S 1.229 1.969 -0.522 -0.042 -0.140 -0.128 0.936
H 2.336 0.251 -1.823 0.155 0.010 0.150 0.044
H 1.094 -1.616 -0.473 0.041 0.112 0.040 0.116
H -1.854 -1.451 0.901 -0.117 -0.221 0.071 0.102
H -1.492 2.565 1.266 0.007 -0.160 -0.020 0.157
```
Positions in Å, forces in eV/Å.

E_tot = -3291.26112 Eh
2S+1 = 1
relative energy (zero: lowest compared OMol25 entry of this formula, charge and spin) = 0.000 eV
maximum force = 2.14 eV/A
SMILES = Br[C@H]1Nc2cn[nH]c2S1
gap between HOMO and LUMO = 0.3089 hartree
LUMO = 0.433 eV



Entry from the Open Molecules 2025 dataset: 2 unconnected molecules or ions with the total composition H2NO3S at a distorted geometry (ωB97M-V/def2-TZVPD).

The geometry in XYZ format:
```
7
Properties=species:S:1:pos:R:3:forces:R:3:lowdin_charge:R:1
N -1.774 0.259 -0.511 1.185 -0.881 -0.995 -0.376
O -2.685 1.337 -0.049 -0.796 0.929 0.827 -0.450
O -4.221 -0.672 -0.305 0.973 -0.084 0.505 -0.567
O 0.588 0.054 0.586 0.446 -1.381 -2.136 -0.342
S -3.004 -0.204 0.405 -1.372 0.318 -0.411 0.732
H -0.434 0.291 0.112 1.572 -1.094 0.519 -0.017
H 1.118 -0.614 -0.017 -2.009 2.193 1.691 0.021
```
Positions in Å, forces in eV/Å.

E_tot = -679.79658 Eh
net charge = -1
2S+1 = 1
relative energy (zero: lowest compared OMol25 entry of this formula, charge and spin) = 4.060 eV
maximum force = 3.42 eV/A
gap between HOMO and LUMO = 0.2868 hartree
LUMO = 4.059 eV



Entry from the Open Molecules 2025 dataset: a molecular structure, IO6V3 at a distorted geometry (ωB97M-V/def2-TZVPD).

The geometry in XYZ format:
```
10
Properties=species:S:1:pos:R:3:forces:R:3:lowdin_charge:R:1
O -1.236 -0.703 0.743 1.696 3.416 0.635 -0.300
V -0.275 0.419 1.405 -0.875 -1.365 -1.033 0.899
O -0.527 1.879 0.892 -0.192 -1.778 -0.049 -0.258
O -1.910 -4.578 0.944 4.696 2.376 2.202 -0.130
V -0.454 -4.152 1.587 -3.958 -1.604 -1.366 1.383
O -0.280 -2.630 1.934 -0.604 -1.826 -0.371 -0.292
O 0.892 3.276 -1.206 -0.169 0.127 -3.202 -0.225
V 0.248 3.302 -2.664 2.252 1.516 -2.282 1.363
O 1.178 3.694 -3.975 -2.177 -1.297 5.120 -0.152
I 2.364 -0.508 0.338 -0.669 0.436 0.347 0.712
```
Positions in Å, forces in eV/Å.

E_tot = -3579.69437 Eh
net charge = +3
2S+1 = 2
relative energy (zero: lowest compared OMol25 entry of this formula, charge and spin) = 0.000 eV
maximum force = 5.71 eV/A
gap between HOMO and LUMO (spin up / spin down) = 0.2885 / 0.2500 hartree
LUMO (spin up / spin down) = -13.886 / -14.575 eV



Entry from the Open Molecules 2025 dataset: a molecular structure, C3H5O4Pb at a distorted geometry (ωB97M-V/def2-TZVPD).

The geometry in XYZ format:
```
13
Properties=species:S:1:pos:R:3:forces:R:3:lowdin_charge:R:1
O -0.201 -0.091 -1.762 -0.817 0.042 0.155 -0.002
C -0.775 -0.985 -1.128 2.005 0.039 -1.071 -0.769
C 0.838 0.821 0.584 0.552 1.172 1.519 -0.183
O -1.133 -2.124 -1.538 -0.757 0.563 1.074 -0.482
O -0.862 -0.865 0.227 -0.917 -0.125 0.977 -0.025
C -0.615 0.418 0.786 0.197 -0.166 -0.495 -0.179
Pb -0.921 -3.555 -3.189 0.133 -0.550 -0.790 0.220
H 0.928 1.562 -0.225 0.230 -0.808 0.045 0.113
H 1.473 -0.078 0.516 -0.310 0.427 -0.518 0.129
H -1.284 1.156 0.325 0.094 -0.082 0.161 0.127
H -0.832 0.328 1.858 0.112 0.016 -0.290 0.125
O 1.252 1.527 1.839 -0.536 -0.483 -0.597 -0.128
H 2.133 1.885 1.708 0.013 -0.044 -0.168 0.054
```
Positions in Å, forces in eV/Å.

E_tot = -611.13502 Eh
net charge = -1
2S+1 = 1
relative energy (zero: lowest compared OMol25 entry of this formula, charge and spin) = 0.000 eV
maximum force = 2.27 eV/A
gap between HOMO and LUMO (spin up / spin down) = 0.1739 / 0.1728 hartree
LUMO (spin up / spin down) = 3.141 / 3.141 eV



Entry from the Open Molecules 2025 dataset: a molecular structure, CH4CsN2O at a distorted geometry (ωB97M-V/def2-TZVPD).

The geometry in XYZ format:
```
9
Properties=species:S:1:pos:R:3:forces:R:3:lowdin_charge:R:1
Cs 2.718 -1.333 2.550 -0.166 0.178 -0.016 1.058
C -0.041 0.201 0.155 -1.187 -2.328 0.352 -0.641
O 0.502 0.123 1.264 0.903 0.768 -0.574 -0.174
N -0.232 1.285 -0.627 0.623 0.149 0.743 0.183
N -0.622 -0.952 -0.361 -0.058 1.426 -0.619 0.150
H -0.866 1.246 -1.397 0.027 0.101 -0.295 0.109
H 0.239 2.145 -0.412 -0.206 0.083 0.126 0.121
H -0.460 -1.877 -0.029 0.039 0.014 0.489 0.097
H -1.239 -0.838 -1.143 0.025 -0.391 -0.206 0.096
```
Positions in Å, forces in eV/Å.

E_tot = -245.24921 Eh
net charge = +1
2S+1 = 1
relative energy (zero: lowest compared OMol25 entry of this formula, charge and spin) = 0.257 eV
maximum force = 2.64 eV/A
gap between HOMO and LUMO = 0.3685 hartree
LUMO = -3.482 eV



Entry from the Open Molecules 2025 dataset: a single C3H7NOS2 molecule at a distorted geometry (ωB97M-V/def2-TZVPD).

The geometry in XYZ format:
```
14
Properties=species:S:1:pos:R:3:forces:R:3:lowdin_charge:R:1
O -2.743 0.392 -2.857 -0.125 -0.187 0.090 0.021
C -2.469 -0.132 -1.800 0.042 0.137 0.001 -0.371
N -1.573 0.368 -0.921 0.241 0.249 0.160 0.019
C -1.175 -0.243 0.325 -0.145 -0.735 0.375 -0.294
C -0.242 0.665 1.087 1.126 0.486 -0.813 -0.515
S 1.487 0.512 0.454 -0.485 0.411 -0.143 0.402
S 2.206 -0.999 1.538 0.554 -0.815 0.669 0.303
H -2.932 -1.062 -1.426 -0.056 -0.081 -0.186 0.137
H -1.166 1.262 -1.148 0.011 -0.052 -0.217 0.135
H -2.035 -0.528 0.927 -0.370 0.352 0.150 0.118
H -0.662 -1.201 0.178 0.102 0.092 -0.246 0.102
H -0.230 0.552 2.166 -0.100 -0.119 -0.015 0.071
H -0.371 1.717 0.825 -0.670 0.080 0.331 0.060
H 1.976 -2.089 0.777 -0.125 0.181 -0.157 -0.189
```
Positions in Å, forces in eV/Å.

E_tot = -1044.87844 Eh
2S+1 = 1
relative energy (zero: lowest compared OMol25 entry of this formula, charge and spin) = 0.651 eV
maximum force = 1.47 eV/A
SMILES = O=CNCCSS
gap between HOMO and LUMO = 0.3680 hartree
LUMO = 0.390 eV